# C5H10N2O2

A single C5H10N2O2 molecule (ωB97M-V/def2-TZVPD, the Open Molecules 2025 dataset).

## Properties
Spin multiplicity ... 1
Lowest unoccupied orbital energy ... 0.69 eV
Energy relative to the best compared isomer or geometry (same formula, charge and spin) ... 33.8 kcal per mole
Gap between HOMO and LUMO ... 9.4 eV
Total charge ... 0

Each line ends with the Löwdin charge.
Cartesian coordinates (Å):
1 C -0.1841 -0.0206 -2.2973  -0.0734
2 C -1.4088 0.7517 2.0519  -0.0179
3 N 0.6985 -0.9507 -1.6331  0.0208
4 C 1.1381 -0.8849 -0.3420  -0.4741
5 C 0.5071 0.1499 0.5493  -0.2767
6 C -0.6242 -0.1988 1.1976  -0.3072
7 N 1.1586 1.3791 0.6550  0.0905
8 O -1.1897 -1.4623 1.1409  0.0434
9 O 2.0086 -1.6378 0.0773  0.0550
10 H -0.5182 -2.1038 0.8433  0.1100
11 H 1.1714 -1.6513 -2.1909  0.1424
12 H 2.1541 1.1810 0.7968  0.1001
13 H 1.1486 1.8324 -0.2581  0.0817
14 H 0.3655 0.9078 -2.4746  0.0796
15 H -1.0658 0.1863 -1.6870  0.0882
16 H -0.4901 -0.4534 -3.2525  0.0882
17 H -1.1681 1.7995 1.8485  0.0767
18 H -1.2207 0.5495 3.1106  0.0882
19 H -2.4810 0.6263 1.8644  0.0845

=====

# C5H5NO

C5H5NO as an isolated structure (ωB97M-V/def2-TZVPD, the Open Molecules 2025 dataset).

## Properties
Spin multiplicity ... 1
Lowest unoccupied orbital energy (alpha / beta) ... -0.81 / -0.81 eV
Energy relative to the best compared isomer or geometry (same formula, charge and spin) ... 126.0 kcal per mole
Gap between HOMO and LUMO (alpha / beta) ... 7.9 / 7.9 eV
Total charge ... 0

Each line ends with the Löwdin charge.
Cartesian coordinates (Å):
1 N 0.9690 -2.1300 -1.4219  0.2030
2 C 0.6714 -1.2284 -0.7459  -0.3076
3 C -0.8382 -1.0657 0.4748  -0.0108
4 C -1.3058 0.3440 -0.0110  -0.1064
5 C -0.0225 0.7115 0.7138  -0.2819
6 C 1.0452 0.1879 -0.2900  -0.0794
7 O -0.1782 -0.4732 1.5193  -0.0630
8 H -1.3949 0.5783 -1.0757  0.1160
9 H -2.2273 0.5694 0.5353  0.1206
10 H 0.1342 1.6381 1.3028  0.1550
11 H 1.1292 0.8080 -1.1850  0.1273
12 H 2.0179 0.0599 0.1835  0.1272

=====

# C37H39Br2Cl3Ge2N5O5SW

C37H39Br2Cl3Ge2N5O5SW as an isolated structure (ωB97M-V/def2-TZVPD, the Open Molecules 2025 dataset).

## Properties
Spin multiplicity ... 1
Lowest unoccupied orbital energy (alpha / beta) ... -4.64 / -4.64 eV
Gap between HOMO and LUMO (alpha / beta) ... 5.3 / 5.3 eV
Total charge ... +1

Each line ends with the Löwdin charge.
Cartesian coordinates (Å):
1 W -0.1560 -0.1458 0.0751  1.5649
2 N -8.0885 -0.9696 1.9735  0.1411
3 C -6.7529 -0.9144 1.8067  -0.2995
4 C -6.1755 -0.0258 0.8821  -0.0185
5 C -4.8091 0.0872 0.7771  -0.0977
6 C -3.9987 -0.7043 1.5788  -0.3019
7 C -4.5419 -1.6231 2.4699  -0.0483
8 C -5.9055 -1.7355 2.5767  -0.0043
9 S -2.2774 -0.4465 1.6721  0.7196
10 O -1.9065 -0.2445 3.0284  -0.2194
11 O -1.8945 0.6778 0.7580  -0.4702
12 N -1.3829 -1.5681 0.9364  -0.1608
13 C -0.5770 -2.3970 1.6573  -0.4507
14 N 0.6920 -2.4250 1.1373  0.0631
15 C 1.4037 -3.5207 1.5223  -0.1300
16 C 0.9665 -4.3643 2.5197  -0.0581
17 C -0.2389 -4.0571 3.1415  -0.0858
18 N -1.0336 -3.1016 2.6584  0.1793
19 H -8.6996 -0.3841 1.4339  0.1114
20 H -8.4953 -1.5921 2.6467  0.1102
21 H -6.8151 0.5869 0.2662  0.1194
22 H -4.3614 0.7878 0.0888  0.1168
23 H -3.8721 -2.2202 3.0689  0.1142
24 H -6.3370 -2.4391 3.2710  0.1175
25 H 2.3327 -3.6764 0.9909  0.0986
26 H 1.5519 -5.2159 2.8192  0.1166
27 H -0.6179 -4.6039 3.9910  0.1263
28 C 2.7431 2.0607 -3.6253  -0.1626
29 C 2.3584 0.8680 -2.7586  -0.3432
30 Ge 0.3839 0.8981 -2.1372  0.8759
31 C -0.4704 0.2589 -3.9137  -0.2999
32 C -1.9078 0.7237 -4.1201  -0.1649
33 C -0.0899 2.8246 -2.2417  -0.2292
34 C -0.2001 3.4997 -1.0908  -0.3215
35 Ge 0.1897 2.2937 0.5232  0.9515
36 C -1.0613 2.8898 2.0432  -0.3148
37 C -0.6124 4.0288 2.9498  -0.1520
38 C 2.0129 2.9998 1.1391  -0.3249
39 C 3.0660 3.1124 0.0449  -0.1468
40 C -0.4985 4.9315 -1.0606  -0.2417
41 C -1.3379 5.4916 -2.0275  -0.0384
42 C -1.5534 6.8558 -2.0687  -0.0772
43 C -0.9426 7.6903 -1.1461  -0.0837
44 C -0.1250 7.1433 -0.1690  -0.0730
45 C 0.0905 5.7790 -0.1271  -0.0514
46 H 3.7735 1.9576 -3.9563  0.0735
47 H 2.6487 2.9925 -3.0790  0.0530
48 H 2.1037 2.1164 -4.5005  0.0618
49 H 3.0211 0.8140 -1.8961  0.0240
50 H 2.4961 -0.0432 -3.3435  0.0524
51 H -0.4088 -0.8261 -4.0100  0.0501
52 H 0.1555 0.6758 -4.7023  0.0600
53 H -1.9359 1.7954 -4.2900  0.0605
54 H -2.5221 0.5027 -3.2502  0.0262
55 H -2.3459 0.2286 -4.9848  0.0733
56 H -0.2070 3.3153 -3.1981  0.0676
57 H -1.2430 2.0037 2.6566  0.0283
58 H -2.0111 3.1627 1.5765  0.0689
59 H 0.3465 3.8084 3.4108  0.0627
60 H -1.3498 4.1552 3.7413  0.0744
61 H -0.5377 4.9604 2.3970  0.0502
62 H 2.3817 2.3679 1.9434  -0.0318
63 H 1.8345 3.9842 1.5686  0.0475
64 H 3.3846 2.1253 -0.2848  0.0482
65 H 3.9411 3.6402 0.4206  0.0770
66 H 2.6656 3.6664 -0.8031  0.0589
67 H -1.8287 4.8551 -2.7470  0.1071
68 H -2.1898 7.2667 -2.8386  0.1044
69 H -1.0941 8.7579 -1.1875  0.1028
70 H 0.3589 7.7826 0.5537  0.1054
71 H 0.7506 5.3527 0.6090  0.0786
72 Br -4.3351 -1.6190 -2.1245  0.9023
73 C -2.6569 -2.4609 -2.2490  -0.5643
74 C -2.5264 -3.7203 -2.8224  -0.1386
75 C -1.2813 -4.2992 -2.9287  -0.6041
76 Br -1.1465 -5.9884 -3.7764  0.8167
77 C -0.1164 -3.6575 -2.4481  -0.1713
78 C 1.1973 -4.1554 -2.5538  0.0187
79 C 2.2427 -3.3928 -2.0594  -0.0165
80 C 1.9941 -2.1721 -1.4625  -0.1027
81 N 0.7502 -1.6612 -1.2995  -0.0413
82 C -0.2881 -2.3941 -1.8211  -0.1611
83 C -1.5556 -1.7751 -1.7460  -0.3966
84 O -1.6223 -0.5464 -1.2306  -0.3511
85 H -3.4030 -4.2315 -3.1943  0.1075
86 H 1.3845 -5.1065 -3.0232  0.0906
87 H 3.2585 -3.7427 -2.1272  0.1204
88 H 2.8039 -1.5623 -1.0844  0.1087
89 Cl 3.2004 0.7450 3.4624  0.6874
90 C 2.5386 -0.7448 2.6439  -1.3891
91 Cl 3.8784 -1.5365 1.8280  0.7282
92 Cl 1.8789 -1.7345 3.9665  0.7427
93 C 1.4806 -0.4382 1.6303  -0.7070
94 O 1.8015 -0.1033 0.4021  -0.2232
95 O 0.3263 0.0610 1.9755  -0.1974

=====

# C17H18N5O2S

A 2-piece molecular cluster, C17H18N5O2S overall (ωB97M-V/def2-TZVPD, the Open Molecules 2025 dataset).

## Properties
Spin multiplicity ... 1
Lowest unoccupied orbital energy ... -4.12 eV
Energy relative to the best compared isomer or geometry (same formula, charge and spin) ... 292.5 kcal per mole
Gap between HOMO and LUMO ... 6.6 eV
Total charge ... +1

Each line ends with the Löwdin charge.
Cartesian coordinates (Å):
1 N 6.4659 -1.9388 0.5474  0.0618
2 N 5.2034 -2.5375 0.7429  0.0061
3 C 4.2139 -2.3933 -0.1983  -0.1093
4 N 2.8608 -3.0932 0.0457  0.0708
5 C 1.9524 -2.2068 -0.8320  -0.2414
6 C 0.5971 -3.0617 -1.1788  -0.1235
7 C -0.8011 -2.4032 -0.6316  -0.1390
8 C -2.2602 -3.0747 -1.0951  -0.0228
9 C -3.7258 -2.4904 -0.5500  -0.0588
10 C -3.7797 -1.2005 0.4638  -0.0723
11 C -2.3733 -0.4813 0.9117  -0.0442
12 C -0.9236 -1.0913 0.3691  -0.0309
13 C 2.8092 -1.6432 -2.1345  -0.3039
14 N 2.2933 -0.4396 -2.8934  0.0586
15 C 2.3536 0.7124 -2.0988  -0.5008
16 S 1.8000 1.8811 -0.9428  0.6472
17 N 4.1928 -1.6245 -1.5235  0.1006
18 H 6.3152 -0.9836 0.1496  0.1084
19 H 6.8586 -1.7745 1.5111  0.1329
20 H 5.0357 -3.0961 1.6332  0.2106
21 H 2.6357 -2.6479 0.9830  0.1417
22 H 1.8866 -1.2430 -0.1641  0.1217
23 H 0.5598 -3.2966 -2.3476  0.1376
24 H 0.7239 -4.1278 -0.6575  0.1342
25 H -2.3361 -4.0003 -1.8378  0.0938
26 H -4.7681 -2.9718 -0.8590  0.0943
27 H -4.7872 -0.7401 0.9045  0.0938
28 H -2.3576 0.4474 1.6405  0.0647
29 H 0.0372 -0.5225 0.7375  0.0541
30 H 2.9169 -2.4457 -2.9924  0.1703
31 H 4.6469 -0.6977 -1.3638  0.1296
32 C -3.8162 3.3179 1.1223  0.0221
33 C -4.4483 4.3322 0.5240  0.0316
34 C -3.8661 5.6884 0.4969  -0.3770
35 O -4.4449 6.6178 -0.0487  0.1156
36 C -2.5582 5.8799 1.1546  0.0285
37 C -1.9260 4.8656 1.7528  0.0196
38 C -2.5083 3.5093 1.7800  -0.3793
39 O -1.9294 2.5799 2.3256  0.0662
40 H -4.2296 2.3171 1.1519  0.1123
41 H -5.4079 4.2077 0.0366  0.1274
42 H -2.1447 6.8806 1.1249  0.1262
43 H -0.9665 4.9901 2.2402  0.1209

=====

# C10H10N2O2

C10H10N2O2 as an isolated structure (ωB97M-V/def2-TZVPD, the Open Molecules 2025 dataset).

## Properties
Spin multiplicity ... 1
Lowest unoccupied orbital energy ... 0.13 eV
Energy relative to the best compared isomer or geometry (same formula, charge and spin) ... 82.6 kcal per mole
Gap between HOMO and LUMO ... 9.2 eV
Total charge ... 0

Each line ends with the Löwdin charge.
Cartesian coordinates (Å):
1 C -2.8848 -1.0916 -0.1618  -0.1797
2 C -2.5416 -0.8049 1.0435  -0.1618
3 C -2.2077 0.4750 1.4314  -0.1453
4 C -2.3712 1.5334 0.5897  -0.0849
5 C -2.8952 1.1363 -0.7492  -0.1001
6 C -3.1081 -0.1409 -1.0892  -0.1350
7 C 0.8022 -0.9175 -0.2732  -0.4571
8 C 1.9646 -1.7169 0.1472  0.0050
9 C 3.1999 -1.2192 0.2173  -0.0766
10 C 2.4110 1.0421 0.0119  -0.5480
11 H -3.1441 -2.1291 -0.4137  0.1287
12 H -2.5131 -1.6633 1.7949  0.1396
13 H -1.5476 0.5485 2.3698  0.1302
14 H -2.2753 2.6561 0.9285  0.1324
15 H -3.3454 1.9673 -1.4220  0.1238
16 H -3.5532 -0.2008 -2.0686  0.1102
17 H 0.4437 1.1668 -0.5310  0.1973
18 H 1.6751 -2.7701 0.4062  0.1348
19 H 4.0665 -1.6773 0.4725  0.0784
20 H 4.5543 0.6431 -0.4359  0.3098
21 N 1.1274 0.4208 -0.1380  0.1853
22 N 3.4816 0.1928 0.1320  0.0647
23 O -0.2475 -1.2713 -0.7811  0.0799
24 O 2.6425 2.1950 -0.2270  0.0684

=====

# C4H8N4S2

A 2-piece molecular cluster, C4H8N4S2 overall (ωB97M-V/def2-TZVPD, the Open Molecules 2025 dataset).

## Properties
Spin multiplicity ... 1
Lowest unoccupied orbital energy (alpha / beta) ... -0.64 / -0.64 eV
Gap between HOMO and LUMO (alpha / beta) ... 7.3 / 7.3 eV
Total charge ... 0

Each line ends with the Löwdin charge.
Cartesian coordinates (Å):
1 C 2.2030 -2.5326 0.1587  -0.1206
2 C -0.4611 0.4876 1.0563  -0.1365
3 C -0.3920 1.4433 -1.2696  -0.1277
4 C -0.8640 0.3491 -0.3232  -0.7639
5 N 2.8620 -1.4475 -0.1255  0.0036
6 N 0.9010 -2.3160 -0.3013  0.0772
7 N 2.0775 -0.6414 -0.8056  -0.0364
8 N 0.9120 -1.1084 -0.9280  -0.0596
9 S -2.4014 -2.1943 0.3670  -0.0106
10 S -1.9156 -0.7739 -0.9751  0.4796
11 H 2.6882 -3.3673 0.6557  0.1205
12 H 0.5864 0.5947 1.0473  0.0630
13 H -0.6430 -0.3910 1.6581  0.0394
14 H -0.8850 1.2772 1.7321  0.1255
15 H -0.8360 1.3529 -2.3036  0.0853
16 H -0.7733 2.3594 -0.7131  0.1018
17 H 0.7516 1.5889 -1.2576  0.0995
18 H 0.2044 -2.9763 -0.3887  0.0597